{"formula": "C10H15N3", "method": "wB97M-V/def2-TZVPD", "smiles": "CN1CCC[C@@H]1c1cnccc1N", "charge": 0, "gap_ev": 9.35, "de_lowest_ev": 3.3853, "symbols": ["C", "C", "C", "C", "C", "C", "C", "C", "C", "C", "H", "H", "H", "H", "H", "H", "H", "H", "H", "H", "H", "H", "H", "H", "H", "N", "N", "N"], "positions_angstrom": [[1.13036, 1.44050, 1.51947], [2.59862, 0.01081, 0.25563], [2.51460, -1.15808, -0.81367], [1.00268, -1.40091, -0.87516], [0.39931, -0.54762, 0.20270], [-1.16142, -0.43084, 0.17626], [-2.10867, -1.36555, 0.74364], [-3.88461, 0.00493, 0.08362], [-3.04526, 0.72173, -0.73474], [-1.54955, 0.55216, -0.68368], [0.07066, 1.83265, 1.63514], [1.44680, 0.86916, 2.44564], [1.51417, 2.60474, 1.67585], [3.14680, 0.94297, -0.21484], [2.87137, -0.33413, 1.24176], [2.95408, -0.84563, -1.81707], [3.18680, -2.00426, -0.28772], [0.96315, -2.45961, -0.74015], [0.66469, -1.20290, -2.00746], [0.52254, -1.11394, 1.19661], [-1.61500, -2.20399, 1.32955], [-4.89963, 0.48119, 0.12185], [-3.44666, 1.56152, -1.24184], [-0.80482, 2.22939, -1.70497], [0.31357, 1.16508, -1.03929], [1.30916, 0.62727, 0.33710], [-3.44407, -1.19595, 0.70562], [-0.64967, 1.21934, -1.50986]]}

***

{"formula": "C10H10N3O2", "method": "wB97M-V/def2-TZVPD", "smiles": "N[C@@]12CN=C(O1)c1ccccc1C(O)=[NH+]2", "charge": 1, "gap_ev": 8.68, "de_lowest_ev": 0.5797, "symbols": ["C", "C", "C", "C", "C", "C", "C", "C", "C", "C", "N", "N", "N", "O", "O", "H", "H", "H", "H", "H", "H", "H", "H", "H", "H"], "positions_angstrom": [[-3.21824, -1.36168, 0.13017], [-2.40590, -2.38075, 0.60090], [-2.65542, -0.15023, -0.25258], [-1.04609, -2.18173, 0.75389], [-1.29637, 0.04809, -0.13021], [-0.44422, -0.95849, 0.42280], [-0.53067, 1.21496, -0.56489], [1.60851, 1.27221, -0.72397], [1.06062, 2.63800, -0.19395], [0.98712, -0.77897, 0.74467], [-0.34844, 2.34251, -0.01591], [1.74817, 0.25188, 0.41464], [2.83970, 1.28042, -1.37354], [0.49820, 0.77021, -1.39954], [1.59445, -1.62163, 1.53593], [-4.28149, -1.51961, 0.03856], [-2.82955, -3.33909, 0.85759], [-3.26430, 0.63885, -0.66426], [-0.45686, -3.02023, 1.10187], [1.46900, 2.92416, 0.77333], [1.23249, 3.44403, -0.91023], [2.69036, 0.21541, 0.79896], [3.03812, 2.12260, -1.89385], [2.98518, 0.46607, -1.95807], [1.02561, -2.31699, 1.90770]]}

***

{"formula": "C35H38F2NO9PTi", "method": "wB97M-V/def2-TZVPD", "charge": -2, "gap_ev": [3.48, 3.48], "symbols": ["Ti", "C", "C", "C", "C", "C", "C", "C", "F", "C", "C", "C", "O", "C", "C", "N", "C", "C", "O", "O", "H", "H", "H", "H", "H", "H", "H", "H", "H", "H", "H", "F", "C", "C", "C", "C", "C", "C", "H", "H", "H", "H", "C", "C", "C", "C", "O", "P", "O", "O", "O", "C", "C", "C", "C", "H", "H", "H", "H", "H", "H", "H", "H", "H", "H", "H", "H", "H", "H", "H", "H", "H", "H", "O", "C", "O", "C", "C", "C", "C", "C", "C", "H", "H", "H", "H", "H"], "positions_angstrom": [[-1.31441, 1.21369, -0.44402], [4.60238, 3.11797, 1.35906], [4.18669, 2.42086, 2.65737], [5.15033, 1.27560, 2.95143], [4.59968, 0.34391, 4.02379], [3.30062, -0.23477, 3.53641], [2.99272, -1.61365, 3.70530], [1.80239, -2.04971, 3.18963], [1.47532, -3.37624, 3.33183], [0.90079, -1.23435, 2.52720], [1.20226, 0.13242, 2.33281], [0.31245, 1.03542, 1.72665], [-0.85249, 0.57398, 1.17848], [0.62390, 2.44358, 1.77555], [1.82230, 2.86304, 2.21401], [2.81908, 1.94934, 2.59742], [2.46075, 0.59897, 2.84386], [-0.33102, 3.46610, 1.25415], [-0.30178, 4.63880, 1.59941], [-1.18365, 3.00913, 0.36846], [5.65884, 3.39964, 1.40447], [4.01372, 4.01466, 1.17157], [4.45112, 2.43700, 0.51858], [4.27271, 3.15633, 3.47922], [6.11667, 1.70331, 3.23543], [5.30187, 0.69756, 2.03371], [4.45115, 0.90800, 4.95410], [5.31141, -0.45666, 4.24311], [3.67175, -2.29051, 4.20800], [-0.02399, -1.63619, 2.13997], [2.05644, 3.91590, 2.27590], [-7.37701, 2.52930, -1.37160], [-6.05364, 2.23786, -1.16816], [-5.40101, 1.43470, -2.07605], [-4.05955, 1.13974, -1.85038], [-3.35886, 1.63820, -0.74674], [-4.07764, 2.45721, 0.13354], [-5.42156, 2.75935, -0.05947], [-5.93790, 1.03297, -2.92644], [-3.56115, 0.47832, -2.54707], [-3.56735, 2.88798, 0.98675], [-5.97139, 3.39157, 0.62722], [-4.30777, -1.18515, 1.33669], [-3.36286, -2.37993, 1.37071], [-4.07645, -3.67067, 0.98596], [-2.72109, -2.50036, 2.74580], [-2.24799, -2.15963, 0.48319], [-2.32577, -1.87553, -1.09139], [-3.69128, -1.98836, -1.63511], [-1.53713, -0.57442, -1.28750], [-1.43502, -3.05333, -1.71365], [0.00713, -3.11904, -1.81747], [0.45750, -2.27123, -3.00179], [0.69383, -2.67814, -0.53426], [0.28374, -4.59256, -2.08869], [-5.09874, -1.32049, 2.07914], [-4.75672, -1.07322, 0.34996], [-3.75727, -0.27286, 1.57210], [-4.88381, -3.87182, 1.69464], [-3.37174, -4.50492, 1.01081], [-4.48863, -3.58348, -0.01879], [-3.48744, -2.68725, 3.50207], [-2.19588, -1.57673, 2.99014], [-1.99981, -3.31959, 2.76069], [0.25481, -1.22079, -2.80781], [-0.07339, -2.57806, -3.90596], [1.53146, -2.39539, -3.16096], [0.52246, -1.62263, -0.33314], [1.77182, -2.83109, -0.62444], [0.33273, -3.25927, 0.31438], [-0.24431, -4.91526, -2.98823], [-0.06056, -5.19605, -1.24741], [1.35466, -4.75577, -2.22509], [-0.59073, 1.97025, -2.20518], [0.57629, 1.44628, -2.17308], [0.93666, 0.76995, -1.19826], [1.48859, 1.65491, -3.34227], [2.74542, 1.06329, -3.33776], [3.59683, 1.23748, -4.41875], [3.19262, 2.00518, -5.50402], [1.93614, 2.59805, -5.50728], [1.08411, 2.42326, -4.42684], [3.03022, 0.47110, -2.47744], [4.57639, 0.77513, -4.41642], [3.85764, 2.14092, -6.34897], [1.62134, 3.19686, -6.35340], [0.09906, 2.87009, -4.39939]]}